[1]
106
Properties=species:S:1:pos:R:3:forces:R:3 method="wB97M-V/def2-TZVPD" e_homo_ev="-10.49 / -10.49" e_lumo_ev="-8.126 / -8.453" spin_multiplicity=3 s_squared=2.090 relative_energy_kj_mol=53.3 charge=+2 gap_ev="2.4 / 2.0" largest_force_ev_per_a=4.6
W 0.00019 0.35345 -0.11566 -0.1 -0.3 2.6
C -0.72038 0.33522 1.93427 0.0 0.1 -0.5
Si -1.91528 -1.16071 2.12226 -0.3 -0.6 0.1
C -1.14825 -2.35873 0.78415 -0.6 0.1 0.8
N -0.95580 -1.70529 -0.53081 0.2 0.2 -0.1
C -2.28121 -1.66247 -1.20150 -0.8 0.0 -0.4
C -2.92724 -3.03105 -1.44978 0.2 0.0 0.2
C -1.89696 -4.05564 -1.93494 0.1 0.1 -0.1
C -0.66712 -3.33506 -2.47692 0.0 0.0 0.1
C -0.00242 -2.47016 -1.39761 0.5 -0.3 -0.5
C -3.65786 -0.43091 1.91812 0.5 -0.2 -0.1
C -4.70864 -1.07425 1.26990 0.2 -0.1 0.0
C -5.98034 -0.52862 1.24864 -0.1 -0.1 -0.1
C -6.23825 0.66017 1.90966 0.0 0.0 0.0
C -5.22110 1.29051 2.60850 -0.1 0.1 0.1
C -3.94903 0.75061 2.60675 0.3 -0.1 -0.1
C -1.99611 -2.18431 3.71006 0.3 0.5 -0.4
C -3.09271 -2.05175 4.56422 0.0 0.1 -0.2
C -3.22562 -2.85218 5.68322 -0.1 -0.1 0.1
C -2.26367 -3.80330 5.97951 -0.1 0.1 0.0
C -1.15678 -3.93365 5.15718 0.1 -0.1 0.1
C -1.02667 -3.13261 4.03924 0.0 0.1 -0.1
H 0.02410 0.25124 2.73076 0.1 -0.1 -0.1
H -1.27491 1.25298 2.18278 0.2 -0.1 -0.2
H -1.71912 -3.28237 0.68706 0.0 0.0 -0.1
H -0.16931 -2.65497 1.16442 -0.2 0.1 0.1
H -2.16920 -1.20899 -2.18969 0.1 0.0 0.3
H -2.96001 -1.04753 -0.60349 0.2 0.0 -0.1
H -3.68679 -2.88197 -2.21750 -0.1 0.1 0.1
H -3.44529 -3.39486 -0.56404 -0.1 0.0 0.0
H -2.32609 -4.67021 -2.72487 0.0 -0.1 0.1
H -1.60249 -4.72314 -1.12450 0.0 -0.1 0.0
H -0.94821 -2.72215 -3.33830 0.0 0.0 0.0
H 0.06300 -4.06342 -2.82815 0.1 0.1 0.0
H 0.68409 -1.75542 -1.89432 -0.1 -0.2 0.2
H 0.59595 -3.11584 -0.74709 0.0 0.2 0.0
H -4.53716 -2.02974 0.79803 -0.1 -0.2 -0.1
H -6.77273 -1.04385 0.72806 -0.1 -0.1 0.0
H -7.23184 1.07898 1.90174 -0.1 0.1 0.0
H -5.41826 2.19360 3.16600 0.0 0.1 0.1
H -3.17756 1.24499 3.17885 0.1 0.2 0.1
H -3.85623 -1.32260 4.34086 -0.1 0.0 0.1
H -4.08570 -2.73290 6.32293 -0.1 0.0 0.1
H -2.37618 -4.43669 6.84545 0.0 0.0 0.1
H -0.39910 -4.66465 5.39434 0.1 -0.1 0.0
H -0.15848 -3.24736 3.40842 0.1 -0.1 -0.1
N 3.95974 -1.36291 0.28466 -0.9 1.3 -0.6
C 3.87587 -2.61084 0.91321 -0.2 -1.0 0.7
C 4.78571 -3.62246 0.63939 -0.1 0.3 0.0
C 4.65715 -4.84973 1.27000 -0.1 0.0 0.0
C 3.61780 -5.07929 2.15549 0.1 0.0 0.0
C 2.69255 -4.08108 2.42154 0.0 0.1 -0.1
C 2.83659 -2.85156 1.80577 -0.1 0.5 -0.3
S 1.74857 -1.49630 2.18839 0.4 0.0 0.3
N 1.70878 -0.63747 0.67637 1.6 -0.6 -0.3
C 2.87065 -0.58161 0.00677 -0.2 -1.5 1.6
C 2.90956 0.39106 -1.03568 -0.3 1.6 -1.5
C 4.06626 0.78973 -1.73275 -0.7 -0.7 0.7
C 4.00914 1.79971 -2.65766 -0.9 0.6 -0.2
C 2.78071 2.45259 -2.84613 0.9 -0.4 0.0
C 1.68761 2.04242 -2.13254 -0.4 0.0 0.5
N 1.68912 1.00357 -1.25187 1.8 0.1 -0.6
H 4.78819 -1.22094 -0.27576 -0.1 0.1 0.0
H 5.59501 -3.45307 -0.05296 0.1 0.0 -0.1
H 5.36741 -5.63255 1.05745 0.1 -0.1 0.0
H 3.52726 -6.03493 2.64383 0.0 -0.1 0.1
H 1.88870 -4.24832 3.12144 -0.1 0.0 0.1
H 5.01243 0.31794 -1.52677 0.1 -0.1 0.0
H 4.88559 2.10593 -3.20507 0.1 0.0 0.0
H 2.69223 3.27633 -3.53469 0.0 0.1 0.0
H 0.76287 2.59477 -2.24235 0.2 -0.2 0.1
O -1.08409 6.12251 6.26937 0.0 -0.7 1.2
S -2.15616 6.83725 5.64178 1.9 0.9 -3.6
O -2.54583 8.10389 6.16446 -0.6 0.2 0.9
O -3.14886 6.04548 4.93916 -1.2 -0.8 0.8
C -1.35792 7.26273 3.95794 -1.5 -0.5 4.3
N -1.71160 8.37320 3.40261 -0.1 2.0 -1.7
C -1.39185 8.52023 2.12206 0.0 -0.4 0.3
C -0.77683 7.48384 1.43031 0.2 -0.4 -0.4
C -0.48856 6.31368 2.14115 -0.4 1.1 0.6
N -0.76441 6.23185 3.44726 1.7 -1.7 -2.1
C -0.07694 5.05804 1.51542 -0.3 -0.2 -0.2
C -0.58593 4.72986 0.25771 0.4 -0.3 0.0
C -0.44014 3.45092 -0.22164 -0.2 0.4 -0.3
N 0.21407 2.47189 0.43396 -0.1 0.2 0.1
C 0.80556 2.82796 1.59796 0.2 0.1 0.4
C 0.66186 4.07165 2.17831 0.1 -0.2 -0.2
H -1.66792 9.45620 1.65623 0.1 0.0 -0.2
H -0.53519 7.58218 0.38486 0.0 0.1 -0.2
H -1.14033 5.45137 -0.31825 -0.1 0.1 0.0
H -0.90751 3.21481 -1.16919 0.1 -0.1 0.2
H 1.40454 2.05916 2.08190 -0.2 0.1 0.0
H 1.10060 4.28100 3.14190 0.0 0.0 0.1
Se -0.62785 0.54138 -3.27409 -0.7 0.2 -0.3
N -1.22605 0.94523 -1.56163 -1.2 0.7 -1.8
C -2.50108 1.40140 -1.68617 0.7 -0.3 0.3
C -3.30118 1.81414 -0.61522 -0.3 0.2 0.4
C -4.57729 2.24501 -0.88584 0.7 -0.2 0.5
C -5.06865 2.30072 -2.20261 0.0 -0.2 -1.1
C -4.30213 1.92012 -3.26990 -0.8 0.3 0.1
C -2.99715 1.44443 -3.03326 0.9 -0.4 -0.2
N -2.16022 1.01037 -3.97309 -0.4 0.1 0.1
H -2.90926 1.79370 0.39654 -0.1 0.0 -0.1
H -5.21267 2.55385 -0.07343 -0.1 0.1 0.2
H -6.07341 2.65426 -2.37060 -0.1 0.1 0.0
H -4.65891 1.97361 -4.28430 -0.1 0.0 -0.1

[2]
97
Properties=species:S:1:pos:R:3:forces:R:3 method="wB97M-V/def2-TZVPD" e_homo_ev=-7.01 e_lumo_ev=-0.455 spin_multiplicity=1 relative_energy_kj_mol=1.0 charge=0 gap_ev=6.6 largest_force_ev_per_a=4.0
Al 15.24677 10.82455 10.20421 -0.5 0.4 -0.5
C 12.06525 13.25765 7.91820 2.1 -0.3 1.1
C 12.91754 12.18758 8.36640 -0.7 0.2 -0.3
N 13.90562 12.34359 9.20516 -0.2 -0.1 0.5
C 14.14880 13.57604 9.66526 1.1 0.6 1.0
C 13.49044 14.73661 9.22218 -1.0 -2.9 -0.3
C 12.42470 14.53281 8.33538 -0.8 -0.3 -1.1
C 13.86129 15.95019 9.70750 -0.7 3.8 -0.9
C 15.05370 16.09701 10.30126 0.9 -0.9 1.2
C 15.77651 14.93716 10.69513 0.4 1.2 0.8
C 15.24126 13.68974 10.61978 -0.7 -0.6 -1.4
N 15.70025 12.49405 11.09630 0.5 0.4 1.3
C 16.54320 12.41966 12.23012 -1.1 -1.3 -1.8
C 16.72876 13.21396 13.32515 -0.9 1.0 0.2
C 17.67551 12.88429 14.30704 0.9 -0.1 1.5
C 18.37360 11.69084 14.32640 -1.1 1.2 -1.0
C 18.05450 10.76932 13.30696 0.3 -0.9 -0.4
C 18.55235 9.43928 13.27625 -1.6 -0.1 -2.1
C 18.15911 8.57170 12.24340 0.7 1.7 1.9
C 17.29494 8.99941 11.26880 -0.8 -0.1 0.1
N 16.78555 10.21834 11.32130 0.0 0.1 -0.4
C 17.15210 11.13700 12.26430 1.2 -1.4 0.7
H 11.28226 13.01714 7.23706 -0.4 0.2 -0.4
H 12.85953 11.15732 8.05748 -0.7 -0.1 -0.5
H 11.96963 15.42619 7.88940 -0.2 -0.4 0.4
H 13.23674 16.83225 9.41760 0.6 -0.8 0.4
H 15.47408 17.02537 10.65159 -0.2 0.4 -0.3
H 16.73097 15.14789 11.14705 0.2 -0.4 0.4
H 16.04617 14.05786 13.50164 0.7 -0.1 -0.3
H 17.85762 13.59108 15.15341 -0.3 -0.5 -0.9
H 19.14345 11.50205 15.03241 0.4 -0.3 0.6
H 19.11717 9.02922 14.05877 0.9 -0.2 1.0
H 18.41382 7.55951 12.29264 0.6 -1.3 -0.1
H 16.92678 8.21933 10.56545 0.0 1.2 0.1
C 7.97439 8.30899 10.85719 -0.9 -1.6 1.4
C 8.89699 7.91201 11.84518 0.4 -0.3 0.0
C 9.95831 8.76807 12.11741 0.1 0.9 -0.3
C 10.07947 9.99899 11.44458 0.8 0.5 -0.2
C 9.27908 10.26605 10.33934 -1.1 -0.2 0.9
C 8.18064 9.42300 10.09641 0.8 0.4 0.5
Sb 11.58706 11.58749 11.95263 0.3 -0.6 -0.2
C 10.70989 12.68868 13.52828 0.0 0.6 -0.1
C 9.55897 12.27908 14.23241 1.3 0.4 -1.2
C 9.02674 13.11945 15.17454 -1.6 -0.9 0.1
C 9.59678 14.33184 15.49766 1.2 -1.4 -0.6
C 10.76335 14.69330 14.87521 0.5 0.5 -1.0
C 11.29968 13.93681 13.79252 0.8 0.9 1.4
C 12.94991 10.48666 13.27112 -0.2 -0.1 -2.3
C 13.16966 10.70244 14.59347 -0.3 -0.4 0.4
C 14.02886 9.89509 15.31077 -0.7 1.5 2.2
C 14.68822 8.92937 14.64812 1.0 -2.0 0.8
C 14.53249 8.67989 13.31202 0.6 -0.2 -1.0
C 13.71190 9.52892 12.57068 0.5 0.1 -1.1
H 7.00617 7.74245 10.85081 1.1 0.5 -0.6
H 8.79582 6.92890 12.36506 0.0 1.1 -0.4
H 10.74727 8.64946 12.84306 -0.2 -0.8 0.5
H 9.27642 11.22031 9.83160 0.4 0.1 -0.2
H 7.43511 9.71201 9.40961 -0.6 0.3 -0.9
H 9.13901 11.32316 13.92845 -0.3 0.2 0.4
H 8.08322 12.78503 15.59747 0.1 0.2 0.4
H 9.33862 14.85088 16.35860 -1.0 1.1 1.2
H 11.19067 15.63422 15.24138 0.3 -0.4 -0.5
H 12.28227 14.37050 13.36408 -1.8 -1.2 0.2
H 12.61932 11.44207 15.09073 -0.8 1.0 0.7
H 14.08106 10.02098 16.43497 0.2 -0.2 -1.5
H 15.29122 8.24888 15.22168 0.4 -0.2 0.2
H 15.14385 7.85101 12.86683 -0.8 1.0 0.2
H 12.86176 9.55274 10.53101 -0.3 0.4 0.1
C 15.11084 9.06752 7.02123 -3.3 0.6 -1.0
Ge 16.28316 10.32665 7.90150 -0.4 0.6 1.6
C 16.60247 11.79045 6.67695 0.4 0.4 -1.6
C 18.10407 9.58656 7.83073 -0.3 -0.7 -0.7
C 13.82140 9.52305 11.05097 0.3 -0.8 0.0
H 13.93859 9.09743 7.15341 2.1 0.6 0.3
H 15.28153 8.08276 7.34213 0.7 -1.6 0.1
H 15.14198 9.16648 5.93627 0.5 -0.4 -0.2
H 15.79536 12.46677 6.46315 -0.9 0.1 -0.1
H 16.96518 11.42957 5.65228 -0.2 0.4 1.4
H 17.33124 12.46696 7.11679 0.5 -0.2 0.0
H 18.88822 10.26776 8.16956 -0.2 0.1 -0.4
H 18.16802 9.31009 6.74687 0.6 0.3 0.8
H 18.22140 8.68258 8.41305 0.0 -0.4 0.1
H 14.12452 8.48790 10.78612 0.3 0.4 0.0
C 17.29104 12.78218 18.40829 -0.7 1.2 -1.0
C 16.32217 13.74192 17.70011 0.1 0.0 0.8
C 15.38274 13.39684 16.76352 -1.7 0.5 -0.5
C 14.46514 14.34706 16.20068 1.4 -2.1 0.0
N 14.60411 15.61482 16.48447 -1.4 1.0 -0.1
C 15.45699 15.95888 17.43016 1.3 0.8 0.9
C 16.32182 15.07875 18.06865 0.0 0.2 -0.9
H 17.50104 13.22035 19.38987 0.1 -0.5 -0.1
H 18.19243 12.77063 17.80407 0.4 -0.1 0.1
H 16.90016 11.77795 18.43642 -0.1 -0.3 0.3
H 15.24621 12.37793 16.53019 -0.1 -1.1 -0.5
H 13.67784 13.99732 15.47465 0.9 0.6 0.8
H 15.54080 17.01994 17.74101 -0.3 -0.6 -0.6
H 17.10443 15.43311 18.70927 0.0 0.3 0.6